1 | Entry from OMol25: one molecule with the formula C3H6N2O3 (ωB97M-V with the def2-TZVPD basis set).

The calculation puts the HOMO-LUMO gap (alpha / beta) at 0.2872 / 0.2870 Ha. Its lowest unoccupied orbital energy (alpha / beta) is -0.08 / -0.08 eV. The net charge is 0. Its spin multiplicity is 1.

Geometry (Å):
O1 0.532 1.940 -1.342
C1 0.022 -0.688 -1.010
H1 0.974 -0.828 1.864
O2 1.285 -0.974 -1.394
N1 -0.682 0.295 1.441
H2 -1.671 0.203 1.173
H3 1.258 -1.693 -2.053
H4 -0.691 -1.545 2.374
C2 -0.215 1.127 -0.553
H5 1.426 1.965 -0.975
C3 -0.102 -0.804 1.856
O3 -0.934 -1.359 -1.305
N2 0.066 1.191 0.786
H6 -1.268 1.171 -0.861



2 | Entry from OMol25: C3H6N2O3 as an isolated structure (ωB97M-V with the def2-TZVPD basis set).

The calculation puts the HOMO-LUMO gap at 0.3611 Ha. Its lowest unoccupied orbital energy is 0.33 eV. The net charge is 0. Its spin multiplicity is 1.

Geometry (Å):
O1 0.371 -1.718 -0.876
N1 -1.055 0.365 0.886
O2 1.208 1.666 -1.721
H1 1.759 2.272 -2.361
C1 0.079 -1.886 0.514
N2 0.367 2.507 -0.989
H2 0.750 -1.922 1.431
H3 0.445 -0.698 -0.960
H4 -0.856 2.243 0.739
C2 -0.224 1.876 -0.011
C3 -1.111 -0.953 0.966
H5 -1.866 -1.320 1.494
O3 0.408 0.633 0.389
H6 -0.274 -3.065 0.499



3 | Entry from OMol25: C3H6N2O3 as an isolated structure (ωB97M-V with the def2-TZVPD basis set).

The calculation puts the HOMO-LUMO gap at 0.3037 Ha. Its lowest unoccupied orbital energy is 0.66 eV. The net charge is 0. Its spin multiplicity is 1.

Geometry (Å):
O1 0.101 1.593 0.088
H1 1.932 -0.239 -1.649
C1 -0.171 -0.483 -0.108
O2 1.838 0.121 1.131
H2 2.549 0.778 1.163
H3 -0.002 -2.242 0.883
H4 -0.429 -2.412 -0.713
C2 1.114 0.293 0.006
H5 -2.838 0.276 0.162
O3 1.926 0.530 -1.065
C3 -0.883 0.673 -0.069
N1 -0.513 -1.829 0.112
N2 -2.201 1.003 -0.123
H6 -2.423 1.938 0.181



4 | Entry from OMol25: one molecule with the formula C3H6N2O3 (ωB97M-V with the def2-TZVPD basis set).

The calculation puts the HOMO-LUMO gap at 0.3619 Ha. Its lowest unoccupied orbital energy is 0.49 eV. The net charge is 0. Its SMILES is NCC(=O)NC(=O)O. Its spin multiplicity is 1.

Geometry (Å):
N1 0.391 -0.300 0.243
O1 -0.673 -2.179 -0.873
O2 0.348 -2.483 1.057
C1 -0.024 -1.700 0.179
H1 -0.436 2.872 1.604
C2 -0.103 0.756 -0.448
N2 0.398 2.631 1.252
H2 -0.046 2.796 -0.819
H3 1.630 2.197 -0.603
O3 -0.890 0.573 -1.330
H4 -1.470 -1.559 -1.348
H5 1.188 2.368 1.797
C3 0.494 2.265 -0.185
H6 1.138 -0.216 0.793



So which one wins? Going from most stable to least: 4, 3, 1, 2.



1 | Entry from OMol25: C3H6N2O3 as an isolated structure (ωB97M-V with the def2-TZVPD basis set).

The calculation puts the HOMO-LUMO gap at 0.3220 Ha. Its lowest unoccupied orbital energy is 0.17 eV. The net charge is 0. Its spin multiplicity is 1.

Geometry (Å):
H1 -3.370 0.469 0.833
O1 2.489 -0.717 0.713
H2 -0.702 -1.405 -1.201
C1 -2.468 -0.122 0.046
O2 0.777 1.949 -0.168
H3 -2.693 -1.228 -0.381
H4 2.770 -1.751 0.091
H5 -1.314 1.671 0.822
C2 -1.306 0.535 0.413
O3 -0.129 -1.295 -0.323
N1 -0.115 0.018 -0.028
H6 2.826 0.945 -0.225
C3 1.033 0.788 -0.225
N2 2.202 0.142 -0.368



2 | Entry from OMol25: one molecule with the formula C3H6N2O3 (ωB97M-V with the def2-TZVPD basis set).

The calculation puts the HOMO-LUMO gap at 0.3758 Ha. Its lowest unoccupied orbital energy is 0.80 eV. The net charge is 0. Its SMILES is C=NOCONC=O. Its spin multiplicity is 1.

Geometry (Å):
N1 -1.784 -0.193 0.392
C1 2.346 -0.643 -0.046
H1 2.163 -1.050 -1.118
H2 -1.540 -2.218 0.576
C2 -0.290 1.658 -0.095
O1 -0.199 -1.551 -0.716
H3 -0.365 1.881 0.987
H4 -2.802 0.046 0.479
O2 -1.350 0.851 -0.557
H5 -0.177 2.631 -0.545
O3 0.886 0.919 -0.570
C3 -1.146 -1.378 0.041
N2 1.633 0.330 0.511
H6 2.624 -1.284 0.662



So which one wins? Going from most stable to least: 2, 1.



1 | Entry from OMol25: C4H7NS as an isolated structure (ωB97M-V with the def2-TZVPD basis set).

The calculation puts the HOMO-LUMO gap at 0.3437 Ha. Its lowest unoccupied orbital energy is 0.75 eV. The net charge is 0. Its spin multiplicity is 1.

Geometry (Å):
H1 -1.851 -0.347 0.152
H2 -0.161 -2.373 1.521
H3 -2.028 1.712 -0.297
H4 -0.244 2.432 -1.346
C1 -0.033 0.887 0.454
N1 0.671 -1.584 -0.123
H5 -1.370 -0.484 1.977
H6 0.853 1.346 1.078
C2 -0.164 -1.562 0.776
C3 -0.841 2.161 -0.131
C4 -1.033 -0.211 0.914
S1 0.836 -0.104 -0.949
H7 -0.847 2.822 0.891



2 | Entry from OMol25: one molecule with the formula C4H7NS (ωB97M-V with the def2-TZVPD basis set).

The calculation puts the HOMO-LUMO gap at 0.3180 Ha. Its lowest unoccupied orbital energy is 0.21 eV. The net charge is 0. Its SMILES is C=C(C)NC=S. Its spin multiplicity is 1.

Geometry (Å):
H1 0.582 -0.310 -1.781
C1 0.638 -0.837 -0.954
H2 1.243 1.008 1.967
C2 0.501 0.000 0.182
H3 2.342 -0.312 0.957
N1 -0.733 0.579 0.477
C3 -1.897 0.519 -0.222
C4 1.422 0.376 1.085
S1 -2.375 0.248 -1.824
H4 0.141 -1.859 -1.111
H5 -0.710 1.154 1.385
H6 -2.817 0.643 0.697
H7 1.663 -1.209 -0.857



So which one wins? Going from most stable to least: 2, 1.



1 | Entry from OMol25: one molecule with the formula C4H7NS (ωB97M-V with the def2-TZVPD basis set).

The calculation puts the HOMO-LUMO gap at 0.3279 Ha. Its lowest unoccupied orbital energy is 0.35 eV. The net charge is 0. Its SMILES is CC/N=C1/CS1. Its spin multiplicity is 1.

Geometry (Å):
H1 2.101 -2.050 2.182
C1 -0.980 0.902 0.581
H2 -1.923 0.837 0.144
H3 -0.389 0.655 -1.450
C2 -0.020 1.138 -0.552
C3 0.536 -1.172 0.953
C4 1.355 -2.266 1.440
H4 -1.248 1.608 1.329
S1 1.517 -1.676 -0.356
H5 1.083 -3.369 1.365
H6 0.983 0.982 -0.248
H7 0.033 2.215 -0.857
N1 -0.503 -0.170 1.424



2 | Entry from OMol25: one molecule with the formula C4H7NS (ωB97M-V with the def2-TZVPD basis set).

The calculation puts the HOMO-LUMO gap at 0.3408 Ha. Its lowest unoccupied orbital energy is 0.87 eV. The net charge is 0. Its spin multiplicity is 1.

Geometry (Å):
H1 -1.874 0.630 1.811
C1 0.944 0.013 -0.259
C2 -1.479 0.381 0.753
H2 1.143 -0.299 -1.379
C3 0.078 -0.944 0.530
H3 -0.174 -1.742 -0.129
C4 0.292 1.419 -0.220
H4 1.926 0.270 0.218
H5 0.861 2.228 -0.633
S1 -2.798 -0.190 -0.312
N1 -0.892 1.507 0.215
H6 0.348 -1.128 1.487
H7 -2.878 -1.325 0.432



So which one wins? Going from most stable to least: 2, 1.



1 | Entry from OMol25: one molecule with the formula C4H7NS (ωB97M-V with the def2-TZVPD basis set).

The calculation puts the HOMO-LUMO gap at 0.3273 Ha. Its lowest unoccupied orbital energy is 0.47 eV. The net charge is 0. Its SMILES is C/C=C\C=N\S. Its spin multiplicity is 1.

Geometry (Å):
H1 2.024 1.790 -0.008
C1 1.486 -0.266 -0.073
H2 -3.203 1.332 -0.290
H3 -1.427 -1.930 0.218
C2 1.125 1.203 0.075
N1 -1.386 0.080 -0.098
H4 0.480 1.565 -0.758
S1 -3.107 0.016 0.020
C3 0.605 -1.274 -0.007
H5 0.699 1.394 1.082
C4 -0.815 -1.060 0.068
H6 0.965 -2.307 -0.082
H7 2.554 -0.543 -0.146



2 | Entry from OMol25: one molecule with the formula C4H7NS (ωB97M-V with the def2-TZVPD basis set).

The calculation puts the HOMO-LUMO gap at 0.3077 Ha. Its lowest unoccupied orbital energy is -0.11 eV. The net charge is 0. Its SMILES is S=CC[C@H]1CN1. Its spin multiplicity is 1.

Geometry (Å):
S1 0.469 -0.631 -3.434
C1 -0.167 -0.330 -1.881
H1 -0.897 -1.091 -1.558
C2 0.474 -0.080 0.482
H2 1.388 -0.687 0.565
H3 -0.709 -1.518 1.426
N1 -0.810 -0.660 1.085
C3 -0.134 0.395 1.767
H4 -0.727 0.984 -0.644
C4 0.337 0.585 -0.859
H5 -0.722 1.398 1.777
H6 0.584 0.144 2.528
H7 0.914 1.492 -1.256



So which one wins? Going from most stable to least: 1, 2.



1 | Entry from OMol25: one molecule with the formula C4H7NS (ωB97M-V with the def2-TZVPD basis set).

The calculation puts the HOMO-LUMO gap at 0.3337 Ha. Its lowest unoccupied orbital energy is 0.84 eV. The net charge is 0. Its SMILES is C[C@@H]1CC(=S)N1. Its spin multiplicity is 1.

Geometry (Å):
C1 1.542 -0.249 0.540
N1 -0.698 -0.979 -0.324
H1 -0.799 1.766 -0.948
S1 -3.253 -0.150 0.196
C2 -0.610 1.068 -0.160
C3 0.425 -0.060 -0.464
H2 0.781 -0.030 -1.465
C4 -1.642 -0.052 -0.085
H3 2.269 0.561 0.475
H4 -0.807 -1.994 -0.440
H5 1.144 -0.283 1.562
H6 2.093 -1.200 0.349
H7 -0.444 1.600 0.764



2 | Entry from OMol25: one molecule with the formula C4H7NS (ωB97M-V with the def2-TZVPD basis set).

The calculation puts the HOMO-LUMO gap at 0.3439 Ha. Its lowest unoccupied orbital energy is 0.74 eV. The net charge is 0. Its SMILES is C1NC[C@@H]2S[C@@H]12. Its spin multiplicity is 1.

Geometry (Å):
H1 0.662 -1.116 1.368
H2 0.084 -2.287 -0.014
C1 0.226 -1.279 0.346
H3 0.939 -0.239 -1.474
C2 0.580 0.981 0.276
S1 2.307 0.993 -0.429
H4 -1.476 1.354 -1.076
N1 -1.196 -0.534 0.040
C3 -1.001 1.014 -0.019
H5 0.731 1.021 1.339
H6 -1.522 -0.993 -0.817
C4 1.101 -0.390 -0.439
H7 -1.435 1.475 0.899



So which one wins? Going from most stable to least: 1, 2.



1 | Entry from OMol25: C2H7N2S3 as an isolated structure (ωB97M-V with the def2-TZVPD basis set).

The calculation puts the HOMO-LUMO gap at 0.2393 Ha. Its lowest unoccupied orbital energy is -4.92 eV. The net charge is +1. Its spin multiplicity is 1.

Geometry (Å):
H1 -2.991 1.715 0.322
H2 4.455 0.269 0.316
S1 0.888 0.326 -0.509
H3 -2.267 -2.312 -1.132
C1 -2.672 -0.120 -0.346
H4 -2.087 0.868 1.374
C2 3.403 -0.035 0.204
H5 2.412 1.827 0.174
S2 3.116 -1.645 0.293
H6 -3.336 -0.051 -1.242
N1 -2.709 0.776 0.538
N2 2.320 0.860 0.162
H7 1.537 -0.861 -0.107
S3 -2.069 -1.618 -0.047



2 | Entry from OMol25: an isolated ion of composition C2H7N2S3 and charge +1 (ωB97M-V with the def2-TZVPD basis set).

The calculation puts the HOMO-LUMO gap at 0.3431 Ha. Its lowest unoccupied orbital energy is -3.97 eV. The net charge is +1. Its SMILES is C/[N+](S)=C/NSS. Its spin multiplicity is 1.

Geometry (Å):
H1 -0.340 -1.590 0.360
H2 -0.974 1.371 0.348
N1 -1.125 0.329 0.323
S1 -4.042 1.484 0.974
H3 -3.326 2.451 1.668
S2 1.573 1.429 -0.797
H4 1.672 0.961 -2.141
H5 2.009 -1.896 0.449
C1 1.930 -1.283 -0.486
N2 0.993 -0.236 -0.295
C2 -0.178 -0.560 0.184
S3 -2.610 0.130 1.478
H6 2.863 -0.765 -0.691
H7 1.555 -1.826 -1.373



3 | Entry from OMol25: a 2-piece molecular cluster, C2H7N2S3 overall (ωB97M-V with the def2-TZVPD basis set).

The calculation puts the HOMO-LUMO gap at 0.3068 Ha. Its lowest unoccupied orbital energy is -4.50 eV. The net charge is +1. Its spin multiplicity is 1.

Geometry (Å):
C1 1.605 1.594 -0.506
H1 2.191 -3.578 1.811
H2 1.536 2.255 -1.397
S1 -2.466 -0.320 1.437
N1 -2.011 0.307 -0.163
H3 1.959 2.252 0.393
S2 -2.709 -0.028 -1.802
H4 -3.727 0.886 -1.795
S3 1.374 -2.736 1.134
N2 0.288 1.146 -0.248
C2 -0.822 0.779 -0.301
H5 -1.744 -1.533 1.274
H6 2.315 0.681 -0.720
H7 2.213 -1.704 0.882



So which one wins? Going from most stable to least: 2, 1, 3.



1 | Entry from OMol25: one molecule with the formula C6H9NS (ωB97M-V with the def2-TZVPD basis set).

The calculation puts the HOMO-LUMO gap at 0.3443 Ha. Its lowest unoccupied orbital energy is 0.82 eV. The net charge is 0. Its SMILES is C1[C@@H]2S[C@@H]2C[C@@H]2N[C@H]12. Its spin multiplicity is 1.

Geometry (Å):
H1 -1.191 -1.244 1.535
H2 1.329 -1.746 1.165
H3 -0.311 -0.936 -1.495
H4 -0.333 -2.408 -0.674
N1 1.868 -0.074 -0.724
C1 1.111 -0.859 0.229
C2 -1.376 0.779 0.291
C3 -1.190 -0.749 0.428
C4 -0.207 1.424 -0.280
H5 1.584 1.205 0.996
H6 -1.783 0.937 1.334
H7 -0.257 1.505 -1.513
H8 2.782 0.351 -0.522
S1 -2.703 -0.083 -0.409
C5 -0.204 -1.239 -0.509
H9 -0.178 2.434 0.037
C6 1.059 0.705 0.109



2 | Entry from OMol25: one molecule with the formula C6H9NS (ωB97M-V with the def2-TZVPD basis set).

The calculation puts the HOMO-LUMO gap at 0.2702 Ha. Its lowest unoccupied orbital energy is -0.40 eV. The net charge is 0. Its SMILES is C=CC(=S)/C=C(\C)N. Its spin multiplicity is 1.

Geometry (Å):
C1 -1.054 0.739 -0.374
H1 0.185 -0.749 -1.526
S1 1.719 1.109 2.385
C2 -0.860 -0.245 -1.415
N1 -2.035 1.601 -0.632
H2 -1.598 -1.100 -1.087
C3 0.801 0.131 1.340
H3 2.895 -2.263 0.167
H4 -2.835 1.045 -1.082
C4 1.169 -1.222 0.892
C5 -0.381 0.808 0.822
C6 2.527 -1.309 0.458
H5 -2.383 2.212 0.187
H6 3.236 -0.404 0.393
H7 -1.080 0.058 -2.428
H8 -0.817 1.656 1.246
H9 0.512 -2.066 0.654



So which one wins? Going from most stable to least: 2, 1.



1 | Entry from OMol25: one molecule with the formula C6H9NS (ωB97M-V with the def2-TZVPD basis set).

The calculation puts the HOMO-LUMO gap at 0.3522 Ha. Its lowest unoccupied orbital energy is 0.82 eV. The net charge is 0. Its SMILES is C=C1[C@@H]2C[C@@H](N2)[C@H]1S. Its spin multiplicity is 1.

Geometry (Å):
H1 2.675 0.297 0.076
H2 -2.123 -0.539 2.775
C1 -1.697 -0.211 -1.605
H3 -1.442 -0.059 -2.708
C2 -0.684 -0.197 -0.757
H4 -2.750 -0.673 -1.357
H5 1.140 0.183 2.216
S1 -1.876 0.332 1.744
C3 -0.626 -0.506 0.706
C4 1.763 -0.324 -0.059
H6 0.869 0.912 -1.985
H7 1.509 1.848 0.233
C5 0.776 0.179 1.124
C6 0.740 0.454 -0.914
H8 1.944 -1.414 -0.459
H9 -0.755 -1.634 0.828
N1 0.538 1.350 0.143



2 | Entry from OMol25: one molecule with the formula C6H9NS (ωB97M-V with the def2-TZVPD basis set).

The calculation puts the HOMO-LUMO gap (alpha / beta) at 0.2470 / 0.1913 Ha. Its lowest unoccupied orbital energy (alpha / beta) is -0.92 / -1.33 eV. The net charge is 0. Its spin multiplicity is 1.

Geometry (Å):
H1 -0.745 -0.618 1.473
C1 1.203 0.507 -0.267
H2 -2.035 -1.669 0.930
S1 0.264 1.877 -0.016
C2 -1.673 -0.694 0.894
H3 -1.558 1.940 -1.676
C3 -1.420 1.453 -0.586
H4 -2.587 -0.255 1.246
H5 3.979 -1.403 0.293
H6 3.076 0.975 0.494
C4 2.499 0.154 0.140
H7 -2.156 2.028 0.064
N1 -0.343 -0.840 -1.103
C5 2.933 -1.116 0.048
H8 -2.291 -0.377 -1.136
C6 -1.424 -0.130 -0.561
H9 2.278 -1.832 -0.237



3 | Entry from OMol25: one molecule with the formula C6H9NS (ωB97M-V with the def2-TZVPD basis set).

The calculation puts the HOMO-LUMO gap at 0.3403 Ha. Its lowest unoccupied orbital energy is 0.96 eV. The net charge is 0. Its SMILES is C=C1SCC[C@@H]2N[C@@H]12. Its spin multiplicity is 1.

Geometry (Å):
C1 -1.696 0.760 -0.217
H1 -2.518 -0.037 -0.279
H2 -0.756 1.894 1.425
H3 2.518 -1.616 -1.346
H4 1.792 -1.101 1.797
S1 -0.703 0.261 -1.810
C2 -0.068 -0.198 1.092
H5 -2.071 1.815 -0.523
C3 1.553 -1.302 -1.822
H6 -0.552 -1.181 0.948
C4 1.040 0.226 0.105
C5 -1.180 0.811 1.213
H7 1.094 1.329 0.092
H8 -2.007 0.578 1.907
N1 1.294 -0.179 1.481
H9 1.474 -1.595 -2.905
C6 0.786 -0.464 -1.157



So which one wins? Going from most stable to least: 3, 1, 2.